Record 1
A molecular structure, C3H4LaO4 in a non-equilibrium geometry. Source: the OMol25 dataset; level of theory: the ωB97M-V functional and the def2-TZVPD basis.

Element x y z (Å)
O  0.653  -0.365  0.910
C  -0.364  0.710  0.641
C  1.097  -0.910  -0.316
O  -0.044  1.880  1.220
O  -0.350  0.807  -0.777
C  -0.034  -0.483  -1.267
H  1.148  -2.006  -0.230
H  2.084  -0.512  -0.598
H  0.297  -0.394  -2.309
La  -2.049  2.231  2.633
O  -1.582  0.272  1.077
H  -0.858  -1.231  -0.983

Cartesian forces (eV/Å) of the 6 atoms listed first:
-1.17 1.56 0.54
1.27 -2.09 -1.41
-0.08 -0.02 -0.44
-1.91 1.69 2.34
-0.30 0.47 0.80
0.16 -1.23 1.16

For the energy, the calculation gives -448.9315 hartree. For the energy above the lowest of the compared OMol25 structures with the same formula, charge and spin, the calculation gives 55.0 kJ/mol. As for the highest occupied orbital energy: -11.91 eV. As for the total charge: +1.

Mulliken atomic charge list, values in e, 5 entries: O -0.38; C 1.32; C -0.33; O -0.92; O -0.39

***

Record 2
A molecular structure, C3H4LiO2V in a non-equilibrium geometry. Source: the OMol25 dataset; level of theory: the ωB97M-V functional and the def2-TZVPD basis.

Element x y z (Å)
O  -1.272  -0.093  0.612
Li  1.241  -0.669  0.525
C  -1.253  -0.185  -0.699
C  -0.495  0.944  -1.117
H  -2.044  -0.760  -1.185
H  -0.993  1.807  -1.572
H  0.353  0.612  -1.731
V  -2.399  -1.058  1.777
C  3.376  -0.951  1.381
O  4.385  -1.059  1.861
H  -0.899  1.412  0.150

Cartesian forces (eV/Å) of the 6 atoms listed first:
-0.76 -3.15 -0.83
1.34 0.18 0.19
-1.91 2.53 1.30
-1.21 1.05 2.46
0.71 -0.98 -0.50
-0.46 -0.37 -1.05

For the energy, the calculation gives -1217.3111 hartree. The spin multiplicity is 4. As for the highest occupied orbital energy (alpha / beta): -24.00 / -24.01 eV. As for the total charge: +3.

Mulliken atomic charge list, values in e, 5 entries: O -0.59; Li 1.08; C 0.48; C -1.06; H 0.38

***

Record 3
A molecular structure, C3H4LiO3Rb in a non-equilibrium geometry. Source: the OMol25 dataset; level of theory: the ωB97M-V functional and the def2-TZVPD basis.

Element x y z (Å)
C  -4.342  -0.212  -0.290
C  -2.991  0.293  0.117
O  -2.199  -0.816  0.510
C  -0.900  -0.614  0.849
O  -0.500  0.568  0.798
O  -5.147  0.522  -0.866
H  -4.435  -1.314  -0.382
H  -3.107  1.026  0.930
H  -2.544  0.829  -0.738
Rb  3.557  -0.656  1.977
Li  -7.042  0.645  -0.897
H  -6.977  -0.565  0.485

Cartesian forces (eV/Å) of the 6 atoms listed first:
0.19 0.36 -2.58
-0.06 0.38 0.58
-1.47 -0.33 -0.37
2.33 0.82 0.51
-0.37 -0.66 -0.02
0.81 -0.22 0.73

For the energy, the calculation gives -373.8719 hartree. For the energy above the lowest of the compared OMol25 structures with the same formula, charge and spin, the calculation gives 369.9 kJ/mol. As for the highest occupied orbital energy: -5.40 eV. As for the total charge: 0.

Mulliken atomic charge list, values in e, 5 entries: C -0.02; C -0.21; O -0.14; C -0.30; O -0.59